Record 1
DFT (ωB97M-V/def2-TZVPD) results for C4H6KO3 as an isolated structure at a distorted geometry.

```
14
Properties=species:S:1:pos:R:3:forces:R:3:lowdin_spin:R:1
H -4.8386 -0.3444 -2.8513 -0.25 -0.24 0.55 0.00
C -5.0939 -0.4394 -1.7241 -0.24 0.25 -0.32 0.18
H -5.7204 0.4379 -1.4895 0.10 -0.16 -0.07 0.03
H -5.5973 -1.3963 -1.5045 0.14 0.18 -0.28 0.04
C -3.7117 -0.3282 -1.5381 0.35 -0.06 0.20 0.75
O 1.1506 -1.0255 1.4637 -0.09 -0.10 0.32 0.00
C 2.0222 -0.2130 1.0694 -1.46 -0.35 -1.09 0.00
O 1.9259 0.4543 0.0116 0.22 0.36 -0.19 0.00
K -0.7661 -0.6232 -0.5061 0.83 0.16 0.42 0.01
O 3.1140 -0.0926 1.8459 0.67 -0.07 0.64 0.00
C 4.1702 0.7368 1.3847 -0.09 0.12 -0.18 0.00
H 4.5497 0.3815 0.4179 -0.09 0.15 0.19 0.00
H 3.8337 1.7766 1.2820 0.11 -0.23 -0.05 0.00
H 4.9616 0.6756 2.1384 -0.19 -0.02 -0.13 0.00
```
Positions in Å, forces in eV/Å.

Values from the calculation:
molar mass = 141.19 g mol⁻¹
LUMO level (alpha / beta) = -1.27 / -0.88 eV
⟨S²⟩ = 0.754
relative energy (zero: lowest compared OMol25 entry of this formula, charge and spin) = 231.1 kJ/mol
2S+1 = 2
total charge = 0

---

Record 2
DFT (ωB97M-V/def2-TZVPD) results for C4H6LiOSc as an isolated structure at a distorted geometry.

```
13
Properties=species:S:1:pos:R:3:forces:R:3:lowdin_spin:R:1
C 0.3534 1.6589 1.0278 0.16 -0.54 -0.41 0.06
C 0.8784 0.4162 0.9066 -0.05 0.82 0.68 0.02
H -0.5771 1.8471 1.5723 0.27 0.03 -0.01 0.00
H 0.7985 2.5134 0.5075 -0.16 -0.19 0.17 0.00
H 0.4407 -0.4343 1.4397 0.20 0.08 -0.23 0.00
H 1.8287 0.2572 0.3896 -0.35 -0.09 0.00 0.00
Li 1.9130 1.5423 2.8958 0.39 0.19 0.31 0.00
O -2.0445 -1.6624 -1.0597 -2.55 2.53 3.56 -0.06
C -0.9101 -1.6086 -1.7392 1.55 -0.53 -1.67 0.10
C 0.1556 -0.8489 -1.5023 -0.57 -0.29 -0.10 0.63
Sc -3.0745 -0.6650 0.2064 1.46 -2.21 -2.77 0.17
H 1.0967 -0.7270 -2.0350 -0.13 0.06 0.15 0.04
H -0.8587 -2.2890 -2.6097 -0.20 0.14 0.32 0.03
```
Positions in Å, forces in eV/Å.

Values from the calculation:
molar mass = 121.99 g mol⁻¹
LUMO level (alpha / beta) = -15.06 / -14.87 eV
⟨S²⟩ = 0.788
2S+1 = 2
total charge = +3

---

Record 3
DFT (ωB97M-V/def2-TZVPD) results for C4H6LuO2 as an isolated structure at a distorted geometry.

```
13
Properties=species:S:1:pos:R:3:forces:R:3:lowdin_spin:R:1
O -2.4485 1.0599 0.0946 0.68 -0.41 0.34 0.00
C -1.2401 0.5453 -0.4235 -0.45 0.33 -0.89 0.01
C -0.6204 -0.3569 0.6394 -0.09 -0.55 0.27 0.08
C 0.5522 -1.1030 0.1681 0.55 2.06 0.19 0.48
C 1.7485 -1.1794 -0.3110 1.63 0.14 0.29 0.11
H -2.8711 1.6137 -0.5667 -0.12 0.07 -0.12 0.00
H -0.5388 1.3606 -0.6689 -0.05 -0.18 0.00 0.00
H -1.4188 -0.0356 -1.3433 0.12 0.11 0.23 0.00
H -1.3797 -1.0756 0.9886 0.02 0.13 -0.04 0.03
H -0.3491 0.2445 1.5250 -0.11 -0.34 -0.13 0.01
H 2.3500 -2.0885 -0.4267 -0.25 0.44 -0.39 0.01
O 2.7585 0.0846 -0.7328 0.06 0.63 4.72 0.16
Lu 3.4572 0.9304 1.0573 -1.99 -2.44 -4.47 0.11
```
Positions in Å, forces in eV/Å.

Values from the calculation:
molar mass = 261.06 g mol⁻¹
LUMO level (alpha / beta) = -12.14 / -12.37 eV
⟨S²⟩ = 0.764
relative energy (zero: lowest compared OMol25 entry of this formula, charge and spin) = 281.9 kJ/mol
2S+1 = 2
total charge = +2

---

Record 4
DFT (ωB97M-V/def2-TZVPD) results for C4H6N as an isolated structure at a distorted geometry.

```
11
Properties=species:S:1:pos:R:3:forces:R:3:lowdin_charge:R:1
C -0.9032 -0.2728 -0.9274 1.79 -0.03 2.38 -0.03
C -0.2360 -0.0836 0.1355 -0.78 2.39 -0.89 0.00
C -1.2018 -0.5647 -2.1611 0.08 0.06 -1.63 0.10
C 1.1488 1.0023 1.1755 -1.84 -1.87 -1.40 0.18
N 0.3258 -0.1896 1.4022 0.34 -1.63 -0.97 0.03
H -2.1911 -0.6338 -2.5795 -0.20 0.21 0.07 0.09
H -0.3447 -0.6524 -2.8479 -0.49 -0.39 0.32 0.11
H 1.9021 0.7572 0.5345 2.12 -0.29 -1.33 0.07
H 1.0865 1.8941 1.6914 -0.80 1.34 1.20 0.08
H -0.3154 -0.1335 2.1468 -1.32 0.33 1.36 0.18
H 0.7291 -1.1234 1.4299 1.12 -0.12 0.90 0.20
```
Positions in Å, forces in eV/Å.

Values from the calculation:
molar mass = 68.10 g mol⁻¹
LUMO level (alpha / beta) = -5.45 / -5.43 eV
relative energy (zero: lowest compared OMol25 entry of this formula, charge and spin) = 477.1 kJ/mol
total charge = +1